Entry A
14
Properties=species:S:1:pos:R:3 method="wB97M-V/def2-TZVPD" multiplicity=3 lumo_ev="-4.56 / -8.43" molar_mass_g_mol=82.1 charge=+1
C 0.6948 -1.2862 -0.0800
C 0.2275 1.0170 -0.0339
C 1.6909 0.9816 0.0435
C -0.3493 -0.2867 0.0686
C -1.7872 -0.6528 0.1222
N 1.8715 -0.9277 0.1300
H 0.5832 -2.4054 -0.1766
H -0.3918 1.6788 0.5872
H -0.2592 1.3390 -1.0914
H 2.1427 1.1213 -0.9583
H 2.1867 1.5298 0.8470
H -1.9508 -1.6622 -0.2506
H -2.4014 0.1375 -0.4194
H -2.2574 -0.5840 1.2116

Entry B
14
Properties=species:S:1:pos:R:3 method="wB97M-V/def2-TZVPD" multiplicity=3 lumo_ev="-3.22 / -8.20" molar_mass_g_mol=82.1 charge=+1
C -0.8088 1.1692 -0.5331
C -0.3923 0.2533 0.1396
C -0.4803 -1.5624 1.6853
C -0.9329 2.1719 -1.4899
C 1.6004 -1.1543 0.1677
N -0.0231 -0.8709 0.7116
H 0.0684 -2.4097 2.0367
H -1.4908 -1.3210 2.0429
H -1.6179 2.1182 -2.2716
H -1.4252 2.9147 -0.9060
H 0.0330 2.2650 -1.8136
H 1.6233 -1.0670 -0.8562
H 1.8405 -2.1351 0.3506
H 2.0054 -0.3720 0.7358

Of them, entry A has the highest stability.

Entry A
50
Properties=species:S:1:pos:R:3 method="wB97M-V/def2-TZVPD" smiles="CCOc1ccc(NC(=S)N(CCOC)[C@H](C)c2cccnc2)cc1" lumo_ev=0.53 molar_mass_g_mol=359.5 charge=0
C -6.5818 -1.2425 -1.3975
C -6.4328 -1.4472 0.1076
O -5.2321 -2.1052 0.4513
C -4.0472 -1.4323 0.3868
C -2.9039 -2.2080 0.5858
C -1.6472 -1.6457 0.5670
C -1.4965 -0.2804 0.3356
N -0.2558 0.3633 0.3476
C 0.9425 -0.1195 -0.0760
S 1.0996 -1.5286 -0.9286
N 2.0230 0.6543 0.2358
C 1.9561 1.6948 1.2368
C 1.6853 3.0951 0.6706
O 0.3266 3.1972 0.3041
C -0.0051 4.4321 -0.2811
C 3.3128 0.4220 -0.4110
C 3.2301 0.7061 -1.9124
C 3.8623 -0.9491 -0.0701
C 3.6722 -1.4795 1.2033
C 4.2168 -2.7104 1.5188
C 4.9612 -3.3663 0.5504
N 5.1726 -2.8647 -0.6526
C 4.6371 -1.6965 -0.9529
C -2.6353 0.4975 0.1605
C -3.8985 -0.0650 0.1813
H -7.5403 -0.7779 -1.6129
H -6.5309 -2.2024 -1.9051
H -5.7857 -0.6098 -1.7826
H -7.2194 -2.1150 0.4704
H -6.5212 -0.4924 0.6418
H -3.0288 -3.2644 0.7612
H -0.7811 -2.2655 0.7264
H -0.3174 1.3733 0.4299
H 2.9134 1.7254 1.7659
H 1.1752 1.4533 1.9635
H 2.3277 3.2806 -0.2027
H 1.9212 3.8502 1.4360
H -1.0659 4.3898 -0.5184
H 0.1830 5.2594 0.4126
H 0.5687 4.6010 -1.1995
H 4.0010 1.1576 0.0279
H 4.2267 0.7990 -2.3340
H 2.6967 1.6400 -2.0775
H 2.6970 -0.0908 -2.4216
H 3.0835 -0.9428 1.9349
H 4.0674 -3.1486 2.4938
H 5.4114 -4.3312 0.7432
H 4.8395 -1.3514 -1.9564
H -2.5308 1.5623 0.0028
H -4.7523 0.5790 0.0394

Entry B
50
Properties=species:S:1:pos:R:3 method="wB97M-V/def2-TZVPD" smiles="O=C(NC1CCCCC1)c1ccccc1NC(=S)NC(=O)C1CCC1" lumo_ev=0.35 molar_mass_g_mol=359.5 charge=0
O -1.6618 -0.3033 1.6830
C -1.4188 -0.9555 0.6747
N -2.1710 -0.9143 -0.4396
C -3.3434 -0.0663 -0.6157
C -4.4358 -0.4267 0.3936
C -5.6717 0.4355 0.1583
C -5.3186 1.9153 0.2705
C -4.2218 2.2774 -0.7261
C -2.9848 1.4170 -0.4914
C -0.2449 -1.8740 0.5986
C -0.3135 -3.0863 -0.0782
C 0.7770 -3.9338 -0.1296
C 1.9538 -3.5783 0.5099
C 2.0376 -2.3880 1.2027
C 0.9473 -1.5216 1.2513
N 0.9837 -0.3459 1.9926
C 2.0172 0.4735 2.2303
S 1.9924 1.5869 3.4417
N 3.1522 0.3998 1.4269
C 3.1667 0.2365 0.0551
O 2.1906 -0.0482 -0.5953
C 4.5413 0.4839 -0.5190
C 4.9895 1.9638 -0.5084
C 5.2522 1.8834 -2.0201
C 4.6267 0.4805 -2.0524
H -1.8214 -1.3975 -1.2505
H -3.7160 -0.2604 -1.6282
H -4.6873 -1.4857 0.2983
H -4.0512 -0.2562 1.3990
H -6.0751 0.2321 -0.8373
H -6.4407 0.1788 0.8891
H -4.9683 2.1256 1.2827
H -6.2055 2.5250 0.0865
H -4.5884 2.1210 -1.7441
H -3.9582 3.3316 -0.6241
H -2.5946 1.5977 0.5104
H -2.2032 1.6665 -1.2129
H -1.2399 -3.3839 -0.5488
H 0.7085 -4.8715 -0.6595
H 2.8058 -4.2410 0.4825
H 2.9447 -2.1300 1.7278
H 0.0620 -0.0531 2.3343
H 3.9512 0.8723 1.8331
H 5.2553 -0.1838 -0.0329
H 5.8583 2.1831 0.1090
H 4.1863 2.6501 -0.2453
H 4.7443 2.6345 -2.6199
H 6.3105 1.8888 -2.2714
H 5.2425 -0.3041 -2.4849
H 3.6386 0.4490 -2.5067

Of them, entry B has the highest stability.

Entry A
21
Properties=species:S:1:pos:R:3 method="wB97M-V/def2-TZVPD" smiles=CCO.CCO.O lumo_ev=0.65 molar_mass_g_mol=110.2 charge=0
C -1.7383 -1.8769 -2.4958
C -0.7879 -1.6425 -1.3445
O -0.9162 -2.5338 -0.2457
H -1.3407 -2.5399 -3.2619
H -1.9403 -0.9114 -2.9686
H -2.7125 -2.2427 -2.1717
H -0.8567 -0.6322 -0.9288
H 0.2612 -1.6171 -1.6769
H -0.4695 -3.3642 -0.4381
C 1.2296 1.6320 0.7313
C 1.3124 2.9595 1.4938
O 0.0632 3.4077 1.9912
H 1.8233 0.8306 1.1707
H 1.6141 1.7698 -0.2857
H 0.2167 1.2633 0.5599
H 1.6926 3.7146 0.7878
H 2.0024 2.9491 2.3331
H -0.6412 3.3901 1.3462
O 0.7115 -1.5362 2.0391
H 0.3492 -2.2333 1.4739
H 0.1270 -0.7864 1.8907

Entry B
21
Properties=species:S:1:pos:R:3 method="wB97M-V/def2-TZVPD" smiles=CC[C@H](C)O.O.O lumo_ev=0.62 molar_mass_g_mol=110.2 charge=0
C 1.4445 -0.3046 0.9632
C 0.0199 0.0610 0.4657
C -0.7806 1.1622 1.0512
C -2.1665 1.2829 0.3288
O -0.0407 2.4508 0.9499
H 1.2929 -0.9825 1.7923
H 2.0636 0.4777 1.4248
H 2.0613 -0.7462 0.1568
H -0.0228 0.1525 -0.6824
H -0.5283 -0.8518 0.6979
H -1.0749 1.0423 2.1029
H -2.9352 1.9590 0.6827
H -1.9639 1.5397 -0.7202
H -2.6386 0.3112 0.2367
H -0.6057 3.0027 1.5187
O 0.8909 2.1210 -1.8330
H 0.8674 2.6562 -1.0142
H 1.8159 2.2639 -2.0888
O 0.3645 -6.1455 -1.4681
H -0.4813 -5.8642 -0.9601
H 1.1306 -5.6083 -1.2300

Of them, entry B has the highest stability.

Entry A
21
Properties=species:S:1:pos:R:3 method="wB97M-V/def2-TZVPD" smiles="C/C=C/C.O.O.O" lumo_ev=0.62 molar_mass_g_mol=110.2 charge=0
C 0.0848 -1.8476 1.4282
C -0.3066 -0.9943 0.2268
C -0.9531 -1.3966 -0.8973
C -1.3834 -0.3418 -2.0683
H -0.2194 -1.3262 2.4457
H -0.3915 -2.8758 1.4903
H 1.1933 -2.0388 1.5255
H -0.1423 -0.0337 0.3818
H -1.3030 -2.3564 -1.0750
H -1.2789 -0.8384 -2.9094
H -2.3644 0.2090 -1.7992
H -0.6424 0.5487 -2.0812
O 2.7359 0.8389 -0.7262
H 2.0941 0.2701 -0.2019
H 3.3246 1.2370 -0.0328
O -0.3717 1.4154 2.4657
H 0.3824 1.4016 2.9002
H -0.3798 1.8114 1.6205
O 0.0967 2.3618 -0.6909
H -0.7379 1.8969 -0.6952
H 0.5626 2.0588 -1.3071

Entry B
21
Properties=species:S:1:pos:R:3 method="wB97M-V/def2-TZVPD" smiles="C=CCC.O.O.O" lumo_ev=0.47 molar_mass_g_mol=110.2 charge=0
C -1.5556 2.8358 2.4263
C -1.4199 2.7681 1.1098
C -0.1909 2.2565 0.4144
C 0.4805 1.0870 1.1209
H -2.4804 3.2093 2.8484
H -0.8649 2.4314 3.1473
H -2.1872 3.2383 0.5099
H 0.5073 3.0997 0.4570
H -0.3043 2.0614 -0.6480
H 1.0433 1.4184 1.9833
H 0.9924 0.3775 0.4719
H -0.2460 0.3683 1.5248
O -1.0673 -1.4443 -1.6873
H -0.4545 -1.0925 -1.0326
H -1.1366 -2.3795 -1.4614
O 0.8301 -4.0189 -0.9916
H 1.5510 -3.6731 -1.5418
H 0.6185 -4.8616 -1.4087
O 2.0222 -1.4821 -1.4764
H 1.7658 -1.4237 -0.5428
H 2.9768 -1.3368 -1.4622

Of them, entry B has the highest stability.

Entry A
14
Properties=species:S:1:pos:R:3 method="wB97M-V/def2-TZVPD" lumo_ev=0.81 molar_mass_g_mol=150.0 charge=0
C -0.1083 -1.2495 -0.5049
C 0.4571 -0.1082 0.3444
C -0.5226 0.9801 0.6609
C 1.8026 0.5803 -0.5813
N 3.0929 0.6855 -0.8693
Br 4.4048 0.0090 0.2746
H 0.3894 -2.1967 -0.4070
H -0.1728 -0.9315 -1.6416
H -1.1670 -1.1988 -0.2977
H 0.8674 -0.4278 1.2350
H 0.1483 1.8759 1.0892
H -0.9938 0.4938 1.4968
H -0.9754 1.3692 -0.1158
H 1.3240 1.0913 -1.3944

Entry B
14
Properties=species:S:1:pos:R:3 method="wB97M-V/def2-TZVPD" lumo_ev=-1.70 molar_mass_g_mol=150.0 charge=0
C -0.6273 -1.1222 -0.3612
C -0.2757 1.3516 -0.8423
C 0.6664 0.3001 1.3281
C 0.1177 0.1402 -0.0349
N -0.8748 -1.9749 0.5449
Br 2.3661 -0.6559 -1.3430
H -0.9307 -1.2643 -1.4370
H -1.3939 1.3384 -1.1278
H 0.1684 1.4895 -1.8446
H -0.1300 2.2248 -0.0085
H 1.2822 1.1566 1.3169
H -0.1143 0.3479 2.1119
H 1.3347 -0.6594 1.4845
H -1.5887 -2.6723 0.2130

Of them, entry B has the highest stability.

Entry A
41
Properties=species:S:1:pos:R:3 method="wB97M-V/def2-TZVPD" smiles="C/C(N)=C(/C#N)C(=O)COC(=O)c1ccccc1Oc1ccccc1" lumo_ev=0.60 molar_mass_g_mol=336.3 charge=0
C 5.1736 0.8237 1.4764
C 5.2175 -0.1917 0.3937
N 6.4163 -0.4546 -0.1479
C 4.0840 -0.8434 -0.0549
C 4.2262 -1.7746 -1.0977
N 4.4003 -2.5406 -1.9381
C 2.7591 -0.5842 0.4849
O 2.5343 0.0904 1.4681
C 1.6118 -1.2552 -0.2814
O 0.4230 -0.5001 -0.1434
C 0.5245 0.7657 -0.5588
O 1.5343 1.2093 -1.0602
C -0.7054 1.5662 -0.3668
C -0.6102 2.9331 -0.6263
C -1.6975 3.7680 -0.4813
C -2.9081 3.2384 -0.0598
C -3.0270 1.8879 0.1995
C -1.9371 1.0309 0.0439
O -2.0148 -0.2890 0.3419
C -3.1867 -0.9832 0.1836
C -4.0543 -0.7681 -0.8823
C -5.1817 -1.5578 -1.0165
C -5.4482 -2.5639 -0.1034
C -4.5732 -2.7876 0.9468
C -3.4455 -2.0026 1.0942
H 6.1431 1.2995 1.6075
H 4.8651 0.3582 2.4113
H 4.4182 1.5742 1.2489
H 7.2327 0.0585 0.1347
H 6.4926 -1.1123 -0.9074
H 1.8712 -1.3631 -1.3402
H 1.3969 -2.2354 0.1510
H 0.3485 3.3126 -0.9459
H -1.6065 4.8232 -0.6871
H -3.7656 3.8811 0.0739
H -3.9679 1.4816 0.5420
H -3.8379 0.0061 -1.6043
H -5.8524 -1.3871 -1.8456
H -6.3309 -3.1752 -0.2141
H -4.7711 -3.5759 1.6577
H -2.7506 -2.1632 1.9033

Entry B
41
Properties=species:S:1:pos:R:3 method="wB97M-V/def2-TZVPD" smiles="Cc1ccc(C(=O)Cn2nc(C(=O)O)c3ccccc3c2=O)cc1C" lumo_ev=-0.20 molar_mass_g_mol=336.3 charge=0
C -4.4171 -1.8154 -0.0834
C -3.4577 -0.6765 0.0590
C -2.7573 -0.4926 1.2445
C -1.8560 0.5408 1.4028
C -1.6450 1.4361 0.3567
C -0.7163 2.5780 0.4221
O -0.8250 3.5520 -0.2845
C 0.4597 2.4661 1.4070
N 1.3767 1.4278 0.9759
N 0.9383 0.1967 1.0809
C 1.6294 -0.8135 0.6513
C 0.9712 -2.1309 0.8238
O 1.2568 -3.1423 0.2311
O -0.0106 -2.0902 1.7276
C 2.9266 -0.6489 0.0430
C 3.7238 -1.6948 -0.4375
C 4.9601 -1.4263 -0.9806
C 5.4379 -0.1191 -1.0602
C 4.6697 0.9227 -0.5936
C 3.4131 0.6707 -0.0388
C 2.6168 1.7967 0.4465
O 2.9632 2.9591 0.4268
C -2.3661 1.2655 -0.8276
C -3.2584 0.2229 -0.9961
C -4.0022 0.0653 -2.2860
H -4.1188 -2.4655 -0.9055
H -5.4183 -1.4468 -0.3039
H -4.4582 -2.4047 0.8290
H -2.9215 -1.1762 2.0648
H -1.3407 0.6446 2.3423
H 0.0981 2.2381 2.4105
H 1.0133 3.4084 1.3992
H -0.4401 -2.9591 1.7815
H 3.3545 -2.7055 -0.3823
H 5.5683 -2.2393 -1.3484
H 6.4105 0.0733 -1.4873
H 5.0087 1.9464 -0.6401
H -2.2012 1.9731 -1.6275
H -3.7826 -0.9003 -2.7405
H -5.0774 0.1144 -2.1166
H -3.7262 0.8489 -2.9860

Of them, entry B has the highest stability.

Entry A
25
Properties=species:S:1:pos:R:3 method="wB97M-V/def2-TZVPD" smiles="CC(C)[C@](O)(C(=O)O)[C@@H](N)C(=O)[O-]" lumo_ev=3.36 molar_mass_g_mol=190.2 charge=-1
C -1.4333 1.6650 0.4210
C -0.6941 0.4591 -0.0574
C -1.3857 -0.7904 0.5511
C 0.8144 0.5240 0.4184
O 0.9402 0.8280 1.7281
C 1.3998 1.6510 -0.4123
O 1.7949 2.6374 0.1023
O 1.6039 1.4690 -1.7803
C 1.6949 -0.6518 0.0432
N 1.6536 -1.0153 -1.3495
C 3.2492 -0.5096 0.4085
O 3.4824 -0.1926 1.6439
O 4.0120 -0.8475 -0.5088
H -1.3831 1.7409 1.5724
H -2.3954 1.5399 -0.0314
H -0.9723 2.5342 -0.0121
H -0.7797 0.2877 -1.1350
H -1.3966 -0.7144 1.6268
H -2.1571 -0.8903 -0.1109
H -0.7351 -1.7152 0.4041
H 1.8550 0.8818 2.0349
H 1.5047 0.5212 -2.0425
H 1.4931 -1.4994 0.8213
H 1.0068 -1.7540 -1.7869
H 2.6501 -1.2726 -1.7101

Entry B
25
Properties=species:S:1:pos:R:3 method="wB97M-V/def2-TZVPD" lumo_ev=3.39 molar_mass_g_mol=190.2 charge=-1
C 1.6296 -0.2068 1.8701
C -0.5846 2.3192 0.4303
C 0.9628 -2.2651 -0.1292
C -1.2343 -1.5447 0.7414
C 0.7000 1.4630 0.1387
C 0.0617 -1.0583 0.0815
C 0.6698 0.1106 0.8566
N -0.9945 0.9855 -2.8843
O 2.7019 -0.5525 2.2241
O -1.1590 1.7722 -3.8004
O 0.4544 0.1386 2.3547
O -1.9588 0.5844 -2.1990
O 0.1304 0.6500 -2.5387
H -0.7237 2.5774 1.5221
H -1.3888 1.8590 -0.0823
H -0.4554 3.3532 0.1523
H 0.8895 -2.5931 -1.1669
H 0.5774 -3.0620 0.4903
H 2.0554 -2.1284 0.1616
H -1.8204 -0.7506 0.9033
H -1.6308 -2.2891 0.1775
H -1.0623 -2.1562 1.7259
H 0.9165 1.3684 -0.8909
H 1.5701 2.0830 0.7292
H -0.3068 -0.6576 -0.8680

Of them, entry A has the highest stability.

Entry A
8
Properties=species:S:1:pos:R:3 method="wB97M-V/def2-TZVPD" smiles=C#Cc1nnon1 lumo_ev=-0.62 molar_mass_g_mol=95.1 charge=0
C -2.3512 -0.0514 -0.2830
C -1.0928 -0.2062 -0.5872
C 0.3002 0.0517 -0.1775
N 1.0230 -1.0354 0.4963
N 2.1172 -0.5425 0.8548
O 2.2747 0.8048 0.3693
N 1.2429 1.0933 -0.3277
H -3.5139 -0.1144 -0.3451

Entry B
8
Properties=species:S:1:pos:R:3 method="wB97M-V/def2-TZVPD" lumo_ev=-0.43 molar_mass_g_mol=95.1 charge=0
C -0.8874 -0.9923 -0.1647
C -0.4816 0.1474 0.5406
C 1.7522 -0.1002 -0.8500
N -1.2603 -1.8539 -0.8035
N -0.6081 1.2997 0.0758
N -0.7613 2.3957 -0.1349
O 2.4255 -0.8183 -0.3209
H -0.1791 -0.0781 1.6576

Of them, entry B has the highest stability.

Entry A
7
Properties=species:S:1:pos:R:3 method="wB97M-V/def2-TZVPD" lumo_ev="1.95 / 0.49" molar_mass_g_mol=142.1 charge=-1
N 1.0105 -0.1462 1.9716
O -2.0398 -0.6364 -2.3887
O 0.6210 0.4422 1.0016
O 1.9539 -0.9714 1.9453
O -1.8643 1.6053 -1.4519
S 0.6552 0.4815 -2.5777
S -1.1390 0.3992 -1.7991

Entry B
7
Properties=species:S:1:pos:R:3 method="wB97M-V/def2-TZVPD" lumo_ev="3.57 / 3.57" molar_mass_g_mol=142.1 charge=-1
N 0.6224 -0.7951 0.8890
O -2.2672 1.5035 0.0240
O 0.7279 -1.8668 0.3959
O 0.4395 -0.5639 2.0411
O 1.1405 -0.1214 -1.7211
S -1.3662 1.1816 -1.0999
S 0.7032 0.6620 -0.5290

Of them, entry B has the highest stability.

Entry A
9
Properties=species:S:1:pos:R:3 method="wB97M-V/def2-TZVPD" multiplicity=3 lumo_ev="-0.07 / -1.60" molar_mass_g_mol=313.9 charge=0
C 1.0182 -0.5240 -0.4963
C -1.2253 -0.0941 0.6473
S 1.2883 1.0517 -1.1082
I -1.6407 1.9109 0.2829
I -2.5157 -1.5851 -0.0941
H 1.6114 -0.8773 0.3225
H 0.6809 -1.2143 -1.2444
H -0.9713 -0.2904 1.6796
H 1.7541 1.6226 0.0107

Entry B
9
Properties=species:S:1:pos:R:3 method="wB97M-V/def2-TZVPD" multiplicity=3 lumo_ev="-0.45 / -1.94" molar_mass_g_mol=313.9 charge=0
C 0.0137 0.6964 -0.5171
C 1.5461 -0.9017 0.8653
S 0.6277 -1.5492 2.2634
I 3.2200 0.4299 1.4359
I 2.2733 -2.3739 -0.5140
H -0.2823 0.3823 -1.5223
H -0.6288 0.5834 0.3798
H 0.8525 1.4788 -0.3393
H -0.2952 -1.9234 1.3070

Of them, entry A has the highest stability.

Entry A
16
Properties=species:S:1:pos:R:3 method="wB97M-V/def2-TZVPD" lumo_ev=1.02 molar_mass_g_mol=129.6 charge=0
C 0.3289 -0.6227 0.5400
C -0.4116 0.5087 1.3207
C 0.2753 1.3941 0.2383
C 1.7567 1.1127 0.5656
C 1.7688 -0.2091 0.7190
C 0.0456 0.2155 -0.7719
H 0.3782 -2.4438 1.4739
H -0.9497 -2.1940 0.4968
H -0.2257 0.6667 2.3883
H -1.4805 0.4708 1.1571
H -0.0686 2.4073 0.0085
H 2.5516 1.8279 0.6108
H 2.5761 -0.9091 0.9444
H 0.7684 -0.0147 -1.5492
N 0.0582 -2.0292 0.5635
Cl -1.5611 -0.0001 -1.4792

Entry B
16
Properties=species:S:1:pos:R:3 method="wB97M-V/def2-TZVPD" smiles="C#C/C(=C/Cl)[C@H](C)N" lumo_ev=0.75 molar_mass_g_mol=129.6 charge=0
C -3.1791 -0.9390 -0.0600
C -2.0338 -0.5492 -0.0235
C -0.6478 -0.2070 0.0482
C 0.2225 -1.2166 0.0815
Cl 1.9412 -1.1518 -0.0963
C -0.2520 1.2947 0.1072
C 0.3176 1.7924 -1.2413
N 0.5687 1.5498 1.2545
H -4.1976 -1.2362 -0.0129
H -0.0009 -2.2517 0.2878
H -1.2547 1.8032 0.1900
H 0.2588 2.8608 -1.2276
H 1.3692 1.5232 -1.3043
H -0.3218 1.3741 -2.0694
H 0.4297 2.5490 1.4557
H 0.1715 1.0574 2.0636

Of them, entry A has the highest stability.

Entry A
6
Properties=species:S:1:pos:R:3 method="wB97M-V/def2-TZVPD" smiles=SCI lumo_ev=0.18 molar_mass_g_mol=174.0 charge=0
S -0.1926 0.9194 1.2346
C -0.1146 0.0535 -0.4215
I 1.7211 -0.8112 -1.0061
H 0.0713 -0.1495 1.9039
H -1.0274 -0.7514 -0.5048
H -0.4579 0.7392 -1.2060

Entry B
6
Properties=species:S:1:pos:R:3 method="wB97M-V/def2-TZVPD" smiles=SCI lumo_ev=0.23 molar_mass_g_mol=174.0 charge=0
S 0.4194 -0.8497 -1.0705
C -0.3075 -0.4305 0.5360
I 0.9416 -0.6911 2.2815
H -0.3760 -1.8947 -1.1815
H -0.3820 0.6220 0.3348
H -1.2825 -0.9792 0.7681

Of them, entry B has the highest stability.